(1)
Computed, not measured: one molecule with the formula C20H21ClN4OS at a distorted geometry, with ωB97M-V with the def2-TZVPD basis set.

Last column: Mulliken charge in e.
Positions of all 48 atoms, in Å:
C -1.63 -2.89 0.67  -0.944
C -1.95 -2.54 -0.78  -0.711
N -1.33 -1.30 -1.17  0.293
C -1.72 -0.03 -0.86  0.131
C -2.96 0.27 -0.13  -0.082
C -2.94 0.67 1.20  -0.026
C -4.12 0.93 1.87  -0.883
C -5.33 0.80 1.22  -0.464
C -5.37 0.41 -0.11  -0.617
C -4.19 0.15 -0.78  0.550
Cl -4.24 -0.33 -2.44  -0.174
N -0.89 0.84 -1.33  -0.908
N 0.08 0.14 -1.95  0.890
C 1.14 0.79 -2.66  -1.092
C 2.47 0.86 -1.87  0.672
O 3.00 1.91 -1.60  -0.658
N 2.98 -0.36 -1.60  0.216
C 4.14 -0.54 -0.76  -0.813
C 3.72 -0.84 0.70  -1.036
C 3.00 0.36 1.24  0.161
C 3.71 1.42 1.80  -0.502
C 3.07 2.57 2.19  -0.579
C 1.70 2.70 2.01  -0.851
C 0.98 1.65 1.46  -0.081
C 1.63 0.49 1.09  0.194
C -0.16 -1.19 -1.87  0.327
S 0.74 -2.44 -2.47  -0.529
H -2.09 -3.84 0.93  0.419
H -0.56 -2.98 0.81  0.233
H -2.01 -2.13 1.34  0.254
H -3.03 -2.46 -0.93  0.268
H -1.55 -3.31 -1.45  0.465
H -1.99 0.76 1.70  0.430
H -4.08 1.24 2.91  0.419
H -6.25 1.01 1.75  0.385
H -6.32 0.31 -0.62  0.442
H 0.82 1.82 -2.86  0.372
H 1.32 0.26 -3.60  0.400
H 2.45 -1.19 -1.87  -0.059
H 4.73 -1.37 -1.16  0.401
H 4.72 0.38 -0.79  0.397
H 4.62 -1.05 1.28  0.453
H 3.08 -1.72 0.71  0.325
H 4.78 1.33 1.91  0.408
H 3.63 3.39 2.62  0.378
H 1.20 3.61 2.29  0.412
H -0.08 1.76 1.30  0.272
H 1.06 -0.34 0.68  0.441

Results
Maximum force ... 1.34 eV Å⁻¹
E_LUMO ... 0.512 eV
HOMO energy ... -8.303 eV
Charge ... 0
DFT total energy ... -52447.94206 eV
Energy relative to the best compared isomer or geometry (same formula, charge and spin) ... 0.0 kcal/mol

***

(2)
Computed, not measured: C20H21CrN3O3S as an isolated structure at a distorted geometry, with ωB97M-V with the def2-TZVPD basis set.

Last column: Mulliken charge in e.
Positions of all 49 atoms, in Å:
C -5.37 0.16 -0.44  -0.759
C -5.40 1.47 -1.27  -0.744
H -5.56 -0.71 -1.09  0.209
H -6.22 0.20 0.26  0.306
H -4.47 0.00 0.14  0.248
H -4.57 1.58 -1.96  0.243
H -6.33 1.47 -1.85  0.342
H -5.46 2.34 -0.62  0.240
C 0.05 -2.63 -0.77  -0.127
C 0.76 -3.79 -1.06  -0.716
C 1.90 -3.71 -1.89  -0.506
C 2.31 -2.48 -2.41  -0.684
H -0.83 -2.62 -0.11  0.464
H 0.42 -4.73 -0.62  0.388
H 2.48 -4.62 -2.09  0.401
H 3.21 -2.35 -3.03  0.302
N 0.44 -1.43 -1.26  0.177
C 1.54 -1.36 -2.07  0.707
C 1.84 -0.01 -2.48  0.590
N 1.01 0.93 -1.92  0.349
C 1.19 2.25 -2.23  -0.223
C 2.99 1.68 -3.75  -0.411
C 2.14 2.64 -3.17  -0.771
H 0.55 2.95 -1.70  0.457
H 2.22 3.69 -3.44  0.369
C 2.87 0.34 -3.37  -0.731
H 3.51 -0.46 -3.77  0.275
H 3.75 1.97 -4.49  0.410
Cr -0.43 0.25 -0.70  0.274
C -2.18 1.10 -1.07  -1.021
H -2.45 0.94 -2.12  0.342
H -2.11 2.18 -0.89  0.412
H -2.89 0.63 -0.39  -0.069
O 2.51 -0.73 0.74  -0.661
C 1.64 -0.27 1.49  0.277
N 0.45 0.32 1.08  0.161
S -0.43 1.12 2.27  0.891
O -0.33 2.55 2.10  -0.633
O -1.73 0.48 2.36  -0.612
C 0.67 0.52 3.52  0.326
C 0.54 0.72 4.89  -0.478
C 1.44 0.12 5.77  -0.538
C 2.46 -0.67 5.22  -0.435
C 2.60 -0.84 3.84  -0.567
C 1.68 -0.24 2.97  -0.123
H -0.27 1.36 5.22  0.424
H 1.35 0.28 6.85  0.381
H 3.15 -1.16 5.91  0.368
H 3.39 -1.46 3.41  0.477

Results
Maximum force ... 2.34 eV Å⁻¹
E_LUMO (alpha / beta) ... -0.633 / -0.932 eV
<S²> ... 6.04
HOMO energy (alpha / beta) ... -6.473 / -8.304 eV
2S+1 ... 5
Charge ... 0
DFT total energy ... -70948.85220 eV
Energy relative to the best compared isomer or geometry (same formula, charge and spin) ... 0.0 kcal/mol

***

(3)
Computed, not measured: C20H21CuN3OS5Si as an isolated structure, with ωB97M-V with the def2-TZVPD basis set.

Last column: Mulliken charge in e.
Positions of all 52 atoms, in Å:
Cu -1.05 0.62 1.22  -0.234
C 2.47 -1.30 2.65  -1.284
C 1.12 -0.68 2.47  0.617
N 0.48 -0.66 1.28  0.238
N 1.10 -1.38 0.36  -0.276
C 0.70 -1.39 -0.88  -0.059
O -0.30 -0.60 -1.33  -0.617
C 1.33 -2.36 -1.78  0.453
C 2.63 -2.85 -1.52  -0.441
C 3.22 -3.79 -2.35  -0.600
C 2.54 -4.30 -3.46  -0.414
C 1.26 -3.83 -3.72  -0.660
C 0.66 -2.88 -2.90  0.093
C 0.45 -0.08 3.59  0.676
C 1.03 0.01 4.87  -0.823
C 0.34 0.62 5.90  -0.308
C -0.94 1.13 5.66  -0.762
C -1.45 0.99 4.37  -0.076
N -0.79 0.42 3.38  -0.244
H 2.67 -1.98 1.82  0.317
H 2.54 -1.86 3.59  0.354
H 3.26 -0.54 2.66  0.210
H 3.15 -2.45 -0.66  0.357
H 4.22 -4.13 -2.13  0.351
H 3.00 -5.04 -4.10  0.364
H 0.71 -4.21 -4.57  0.365
H -0.34 -2.54 -3.11  0.291
H 2.03 -0.38 5.04  0.222
H 0.79 0.71 6.88  0.378
H -1.52 1.61 6.45  0.353
H -2.44 1.38 4.11  0.377
S -4.54 6.88 1.07  -0.425
C -3.70 5.42 1.04  0.115
S -4.43 3.89 0.93  -0.205
C -3.02 2.86 0.96  0.132
C -1.84 3.52 1.05  0.157
S -0.23 2.84 1.07  -0.565
S -2.01 5.27 1.12  -0.197
S -3.25 1.12 0.85  -0.359
C -2.08 -0.36 -3.57  -1.261
Si -0.60 0.36 -2.66  0.651
C -1.01 2.08 -2.17  -0.784
C 0.86 0.47 -3.82  -1.051
H -2.00 -0.18 -4.65  0.304
H -2.99 0.13 -3.20  0.348
H -2.19 -1.43 -3.40  0.415
H -1.04 2.73 -3.07  0.394
H -0.28 2.48 -1.45  0.082
H -1.99 2.10 -1.68  0.091
H 0.51 0.91 -4.77  0.347
H 1.32 -0.50 -4.04  0.348
H 1.63 1.13 -3.41  0.245

Results
Maximum force ... 0.68 eV Å⁻¹
E_LUMO (alpha / beta) ... 4.451 / 4.442 eV
<S²> ... 0.80
HOMO energy (alpha / beta) ... 0.145 / -0.573 eV
2S+1 ... 2
Charge ... -2
DFT total energy ... -134295.92208 eV

***

(4)
Computed, not measured: an isolated ion of composition C20H21FN3O2S2 and charge +1 at a distorted geometry, with ωB97M-V with the def2-TZVPD basis set.

Last column: Mulliken charge in e.
Positions of all 49 atoms, in Å:
O 1.62 2.35 5.60  -0.521
C 1.32 1.43 4.91  0.217
O 0.79 0.31 5.43  -0.488
C 1.56 1.46 3.41  -0.283
C 0.44 0.93 2.55  0.208
C -0.90 0.91 2.99  -0.783
C -1.92 0.43 2.22  -1.058
C -1.64 -0.07 0.92  0.337
C -2.60 -0.60 0.04  0.272
C -4.06 -0.67 0.36  -0.285
C -4.68 -1.97 -0.13  -0.678
F -5.12 -1.80 -1.43  -0.293
N -2.22 -1.04 -1.15  0.070
C -0.93 -1.03 -1.63  0.032
C -0.72 -1.58 -3.02  -0.998
C 0.36 -0.83 -3.79  -0.876
C 1.79 -1.25 -3.41  -0.874
S 2.96 0.11 -3.72  -0.182
C 3.73 0.21 -2.12  0.278
S 5.09 -0.61 -1.81  -0.207
N 3.10 1.00 -1.16  0.286
C 2.05 1.90 -1.34  -0.205
C 1.78 2.44 -0.13  -0.680
N 2.63 1.89 0.83  -0.432
C 3.39 1.05 0.19  -0.480
C 0.02 -0.51 -0.81  0.854
C -0.29 -0.02 0.48  0.755
C 0.74 0.48 1.29  -1.109
H 0.80 -0.39 4.77  0.403
H 1.83 2.47 3.12  0.314
H 2.44 0.84 3.22  0.412
H -1.10 1.29 3.98  0.476
H -2.92 0.45 2.62  0.326
H -4.21 -0.60 1.43  0.375
H -4.54 0.18 -0.10  0.337
H -5.52 -2.27 0.50  0.341
H -3.96 -2.79 -0.12  0.394
H -2.94 -1.41 -1.76  0.380
H -0.55 -2.65 -3.01  0.377
H -1.66 -1.44 -3.55  0.407
H 0.23 0.25 -3.70  0.332
H 0.24 -1.05 -4.85  0.477
H 2.11 -2.07 -4.05  0.611
H 1.88 -1.61 -2.40  0.534
H 1.59 2.09 -2.29  0.473
H 1.05 3.18 0.10  0.411
H 4.15 0.50 0.72  0.487
H 1.04 -0.44 -1.13  -0.395
H 1.75 0.52 0.93  0.649

Results
Maximum force ... 3.14 eV Å⁻¹
E_LUMO ... -4.232 eV
HOMO energy ... -11.565 eV
Charge ... +1
DFT total energy ... -54026.81298 eV